ORCA calculation (ωB97M-V with the def2-TZVPD basis set) on a gas-phase ion, C4H10N3O (charge +1).

Last column: Löwdin charge in e.
Positions of all 18 atoms, in Å:
C -0.83995 0.43210 0.83304  -0.132
C -1.64249 -0.63611 0.13168  -0.113
C 0.61210 -0.64366 -0.64960  -0.258
C 1.04963 1.74452 -0.23259  -0.065
N 1.59474 -0.98425 0.31133  0.017
N 0.14904 0.66478 -0.21893  -0.145
N -0.59250 -1.54888 -0.35965  0.161
O 2.72932 -0.58477 0.16792  0.095
H -1.28879 1.34921 1.26872  0.160
H -0.47615 -0.00994 1.72557  0.108
H -2.37475 -1.17941 0.87033  0.176
H -2.37869 -0.23721 -0.60646  0.152
H 0.81763 -0.55396 -1.73440  0.191
H 1.91142 1.72810 0.43269  0.096
H 1.38848 1.89404 -1.20592  0.077
H 0.49990 2.73443 -0.16716  0.137
H -0.23145 -2.02745 0.48181  0.184
H -0.92747 -2.14152 -1.04838  0.159

## Properties
HOMO energy (spin up / spin down) ... -0.4924 / -0.4924 Eh
HOMO-LUMO gap (spin up / spin down) ... 0.313 / 0.313 hartree
Charge ... +1



ORCA calculation (ωB97M-V with the def2-TZVPD basis set) on a gas-phase ion, C4H10N3O (charge +1).

Last column: Löwdin charge in e.
Positions of all 18 atoms, in Å:
C -0.30186 -0.35792 0.21671  -0.158
C 0.18309 1.04085 -0.24415  -0.405
C -1.85157 -0.20538 -0.19389  -0.294
C 1.24065 1.67097 0.58637  -0.044
N -0.89670 1.90042 -0.48598  0.054
N -1.95633 1.33721 -0.51215  0.117
N 0.32767 -1.46677 -0.58750  0.221
O -2.75273 -0.70953 0.71427  0.050
H -0.25612 -0.60170 1.36044  0.203
H 0.54156 0.82369 -1.28860  0.163
H -1.92641 -0.78784 -1.14490  0.151
H 1.33174 1.06376 1.48245  0.069
H 0.95006 2.70375 0.89919  0.103
H 2.31514 1.83655 0.13505  0.131
H 1.30402 -1.52699 -0.28811  0.177
H 0.31834 -1.24750 -1.66260  0.231
H 0.01817 -2.36495 -0.37150  0.143
H -3.47805 -0.13889 0.80582  0.087

## Properties
HOMO energy ... -0.4970 Eh
HOMO-LUMO gap ... 0.349 hartree
Charge ... +1



ORCA calculation (ωB97M-V with the def2-TZVPD basis set) on a gas-phase ion, C4H10N3O (charge +1).

Last column: Löwdin charge in e.
Positions of all 18 atoms, in Å:
C -1.42434 -0.01890 -0.25687  -0.441
C 0.90764 0.79390 -0.11213  -0.395
C -2.36148 0.80782 0.59680  0.000
C 1.58241 -1.42389 -0.27119  0.038
N -0.32080 0.77402 -0.28404  0.205
N -1.63017 -1.00660 -1.03002  0.169
N 1.78709 -0.19803 0.58706  0.156
O 1.73425 1.70796 -0.51950  0.188
H 1.61746 -0.23930 1.59469  0.204
H -2.69196 0.34323 1.43967  0.054
H -3.36219 0.88431 0.18584  0.104
H -1.99754 1.69175 0.94922  0.053
H 1.92667 -1.23934 -1.24234  0.099
H 2.27369 -2.26897 -0.06350  0.126
H 0.60211 -1.81381 -0.31679  0.071
H -2.57306 -1.33875 -1.00597  0.064
H 2.70063 0.14097 0.66953  0.157
H 1.22958 2.40363 -0.92046  0.148

## Properties
HOMO energy ... -0.5143 Eh
HOMO-LUMO gap ... 0.381 hartree
Charge ... +1



ORCA calculation (ωB97M-V with the def2-TZVPD basis set) on a molecular structure, C4H10N3O.

Last column: Löwdin charge in e.
Positions of all 18 atoms, in Å:
C -1.16407 0.14465 -1.08392  -0.398
C -0.35740 -0.01482 1.42876  -0.031
C 1.04007 -1.05691 0.23973  -0.079
C 0.43440 0.33395 0.11234  -0.355
N -1.13763 1.18352 -1.88102  0.193
N 1.04068 1.52956 -0.25510  0.110
N -0.00611 -1.48258 1.19566  0.065
O -1.91479 -0.78101 -0.90921  0.140
H 0.21171 0.08525 2.36059  0.128
H -1.42543 0.38590 1.47809  0.154
H 1.08433 -1.78520 -0.71037  0.182
H 1.90283 -1.03613 0.77180  0.092
H -0.44170 1.86527 -2.05199  0.096
H -1.90108 1.53873 -2.43007  0.126
H 1.31167 1.29831 -1.18471  0.084
H 1.85516 1.73527 0.32930  0.127
H 0.31316 -2.19118 1.92703  0.222
H -0.84581 -1.75258 0.66309  0.145

## Properties
HOMO energy (spin up / spin down) ... -0.3173 / -0.5367 Eh
HOMO-LUMO gap (spin up / spin down) ... 0.202 / 0.303 hartree
2S+1 ... 3
Charge ... +1



ORCA calculation (ωB97M-V with the def2-TZVPD basis set) on a gas-phase ion, C4H10N3OS (charge +1).

Last column: Löwdin charge in e.
Positions of all 19 atoms, in Å:
C 2.57274 -0.04929 -0.12813  -0.536
C 0.06443 0.96476 0.33544  -0.341
C 0.96396 -1.91178 -0.49030  -0.115
C -2.35002 -0.38633 0.35508  -0.327
N 2.38809 1.39143 0.11891  0.068
N 1.38016 -0.68380 0.04677  0.002
N 1.07782 1.95422 -0.01450  0.005
O 3.64761 -0.56023 -0.34592  0.118
S -1.27913 0.56556 -0.79292  0.919
H -0.10773 0.83650 1.44369  0.139
H 0.96229 -2.77168 0.14452  0.083
H 0.06097 -1.93726 -1.18191  0.093
H 1.73073 -2.07692 -1.32378  0.128
H -3.24010 -0.70310 -0.18631  0.058
H -2.80166 0.09623 1.17076  0.038
H -1.84733 -1.30811 0.57459  0.036
H 3.14952 2.05277 -0.27122  0.204
H 0.99474 2.29839 -0.97818  0.188
H 0.99328 2.69716 0.77693  0.240

## Properties
HOMO energy (spin up / spin down) ... -0.4871 / -0.4871 Eh
HOMO-LUMO gap (spin up / spin down) ... 0.313 / 0.313 hartree
Charge ... +1



ORCA calculation (ωB97M-V with the def2-TZVPD basis set) on a molecular structure, C4H10N3OS.

Last column: Löwdin charge in e.
Positions of all 19 atoms, in Å:
C 1.36803 0.02463 1.44623  -0.430
C 1.09550 1.48461 1.63824  -0.409
C -1.28058 -0.71318 -0.55550  -0.100
C -1.80466 -0.68447 -2.04403  -0.249
N 0.90936 -0.56358 0.39289  0.037
N 2.28191 -0.52943 2.28569  0.164
N 0.03869 -0.00319 -0.37936  -0.239
O -1.32427 0.45063 -2.67693  -0.076
S -0.18464 2.01537 0.50771  1.032
H 0.99881 1.78850 2.62275  0.064
H 2.09305 1.88915 1.21818  0.152
H -1.32141 -1.75245 -0.14668  0.140
H -2.10455 -0.24513 0.00960  0.112
H -1.44950 -1.52298 -2.66207  0.121
H -2.86312 -0.82117 -2.23212  0.123
H 2.57439 -0.02092 3.08897  0.104
H 2.27665 -1.59226 2.37583  0.167
H 0.42586 0.23176 -1.34152  0.172
H -1.72951 0.56411 -3.54788  0.118

## Properties
HOMO energy (spin up / spin down) ... -0.4400 / -0.5023 Eh
HOMO-LUMO gap (spin up / spin down) ... 0.338 / 0.249 hartree
2S+1 ... 3
Charge ... +1



ORCA calculation (ωB97M-V with the def2-TZVPD basis set) on a gas-phase ion, C4H10N3S (charge +1).

Last column: Löwdin charge in e.
Positions of all 18 atoms, in Å:
C -0.70716 -1.70219 -0.45059  -0.287
C -1.25267 -0.44608 0.16245  -0.129
C 0.94934 0.42923 0.24314  -0.412
C -0.99677 1.95465 -0.25873  -0.022
N 0.05839 -2.50379 0.08224  0.138
N 3.08511 -0.66268 0.60180  -0.338
N -0.34584 0.61067 -0.39010  -0.230
S 2.30517 -0.13857 -0.58822  0.998
H -1.08079 -1.88671 -1.56801  0.167
H -2.25155 -0.22793 -0.05073  0.109
H -1.15437 -0.43524 1.30782  0.170
H 0.96851 0.37607 1.39137  0.136
H -0.30583 2.74027 -0.50715  0.087
H -1.97070 2.22225 -0.84997  0.147
H -1.36514 2.21204 0.81763  0.144
H 4.07892 -0.67260 0.41098  0.011
H 0.21793 -2.39547 1.10951  0.101
H -0.23256 0.52607 -1.46342  0.211

## Properties
HOMO energy (spin up / spin down) ... -0.4830 / -0.4830 Eh
HOMO-LUMO gap (spin up / spin down) ... 0.305 / 0.305 hartree
Charge ... +1



ORCA calculation (ωB97M-V with the def2-TZVPD basis set) on C4H10N4 in the gas phase.

Last column: Löwdin charge in e.
Positions of all 18 atoms, in Å:
C 0.54250 -1.87500 -0.36761  -0.075
C 0.10683 -0.46439 -0.02791  -0.208
C 1.04181 0.43671 0.35848  -0.418
C -1.31091 -0.05579 -0.21708  -0.490
H -0.25047 -2.39233 -0.90147  0.063
H 1.46134 -1.91045 -0.96814  0.076
H 0.75620 -2.46221 0.54657  0.079
H -0.08235 2.14669 0.28820  0.072
H 1.17931 2.21102 1.35087  0.090
H 2.93773 0.81350 0.98764  0.103
H 2.55087 -0.83701 0.89400  0.088
H -2.83269 -0.17695 -1.53204  0.097
H -1.30058 -0.60403 -2.15504  0.097
H -1.51349 0.88292 1.39569  0.031
N 0.85503 1.82575 0.47204  0.102
N 2.35489 0.09036 0.55683  0.115
N -1.91574 -0.59256 -1.34467  0.090
N -2.03522 0.68783 0.54699  0.088

## Properties
HOMO energy ... -0.2863 Eh
HOMO-LUMO gap ... 0.314 hartree



ORCA calculation (ωB97M-V with the def2-TZVPD basis set) on 2 unconnected molecules or ions with the total composition C4H10N4.

Last column: Löwdin charge in e.
Positions of all 18 atoms, in Å:
C -1.20639 0.07507 -0.65797  -0.297
C -1.98178 -1.18438 -0.93208  -0.066
C -0.29898 1.67908 0.84224  -0.146
C 1.96559 0.07741 -0.43782  -0.075
N 1.13840 -2.12549 2.16214  0.168
N 1.15740 -1.34653 1.35098  -0.224
N -1.07160 0.47329 0.53677  -0.068
N 1.06385 -0.47332 0.54952  -0.089
H -0.82149 0.79094 -1.38534  0.106
H -2.71035 -1.05372 -1.73013  0.064
H -2.29000 -1.60682 0.01119  0.071
H -1.16481 -1.77401 -1.47266  0.092
H -1.04293 2.40310 1.04941  0.055
H 0.25318 1.44353 1.86649  0.124
H 0.28516 2.02697 0.02509  0.043
H 2.57844 0.80092 0.16779  0.094
H 2.75381 -0.72508 -0.73765  0.112
H 1.39252 0.51905 -1.20800  0.038

## Properties
HOMO energy ... -0.3272 Eh
HOMO-LUMO gap ... 0.358 hartree



ORCA calculation (ωB97M-V with the def2-TZVPD basis set) on C4H10N4 in the gas phase.

Last column: Löwdin charge in e.
Positions of all 18 atoms, in Å:
C 0.32348 -1.62659 -1.01890  -0.222
C -0.61392 -0.58515 -0.41052  -0.319
C -1.55713 0.18710 -1.35706  0.044
C 0.10500 1.33715 0.66040  -0.394
H 0.84651 -2.73956 0.37846  0.066
H 1.91357 -2.70962 -0.55693  0.137
H -0.28805 -2.48971 -1.11117  0.104
H 0.90833 -1.54516 -1.85116  0.098
H -0.97112 -0.75793 0.60218  0.150
H -1.79870 0.25794 -2.38168  0.097
H -2.30500 0.61363 -0.94337  0.022
H 0.97263 0.35752 2.30958  0.045
H 1.25271 -0.59467 0.91131  0.084
H -0.32842 2.69652 2.18144  0.026
N 1.31406 -1.97428 -0.04278  -0.040
N -0.34635 0.72800 -0.62553  -0.023
N 1.04306 0.44929 1.33571  0.064
N -0.54606 2.37356 1.22086  0.062

## Properties
HOMO energy ... -0.3081 Eh
HOMO-LUMO gap ... 0.332 hartree



Table of DFT total energy (eV), in record order: -10817.1957; -10818.5140; -10819.0428; -10814.3334; -21652.1466; -21652.2877; -19604.4854; -10270.7410; -10266.1055; -10265.5751
Table of ΔE to the lowest compared entry with this formula, charge and spin (kcal per mole), in record order: 97.0; 66.6; 54.5; 76.4; 99.1; 3.6; 112.2; 2.5; 109.4; 121.7